No. 1
Formula: C3H12N2O
Source: the Open Molecules 2025 dataset
Level of theory: ωB97M-V/def2-TZVPD

```
18
Properties=species:S:1:pos:R:3:mulliken_spin:R:1
O 1.34034 -0.78125 -2.63355 0.5326
N 1.88429 -0.89821 1.56176 0.0032
N -2.35423 0.95353 0.26386 -0.3216
C -0.17904 0.26067 0.83659 -0.0784
C 0.62116 -1.09116 0.82747 0.6373
C -0.98110 0.82854 -0.41363 1.0908
H -1.00996 0.18022 -1.32945 0.2785
H -3.11968 0.40086 -0.13134 0.0119
H 2.48276 -0.05578 1.31220 -0.0163
H 0.47690 1.14338 1.08126 0.0223
H -0.78620 -0.02064 1.68333 0.0342
H 0.61809 -0.15412 -2.43499 -0.0480
H -2.66831 1.88028 0.02767 -0.0834
H -0.62513 1.77814 -0.87982 -0.0933
H 0.90968 -1.43564 -0.11304 -0.4931
H 0.11447 -1.82860 1.31859 -0.0292
H 1.58756 -0.83597 2.49948 0.0102
H 1.68840 -0.32425 -3.47639 -0.4576
```

Properties
Calculated total energy (eV): -8330.39737
ΔE to the lowest compared entry with this formula, charge and spin (kJ/mol): 158.32
Multiplicity: 2
E_LUMO (alpha / beta) (eV): 4.00 / 3.95
HOMO energy (alpha / beta) (eV): 0.98 / -5.48
Gap between HOMO and LUMO (alpha / beta) (eV): 3.03 / 9.44
M (g/mol): 92.142
Net charge: -1

***

No. 2
Formula: C36H20BrF20GeIN4PbS2Si
Source: the Open Molecules 2025 dataset
Level of theory: ωB97M-V/def2-TZVPD

```
87
Properties=species:S:1:pos:R:3:lowdin_charge:R:1
Pb 0.23557 -0.72711 0.44507 1.0680
I -0.91143 3.05914 2.95548 0.9257
Br -1.12532 6.51317 3.59344 0.7006
Ge -1.27486 -0.47508 -4.57065 0.7813
S 0.96917 0.14355 2.84830 0.4205
S -0.78465 0.31181 -2.60687 0.3590
Si -1.70043 2.30053 -2.02852 0.3200
F -2.36742 1.97189 -9.24694 0.1327
F -1.44422 -2.24512 -6.94000 0.1003
F -6.90602 -2.76032 -3.98409 0.1478
F -1.49190 -3.64501 1.73054 0.1235
F -2.68826 -0.34999 1.86244 -0.0138
F 0.07681 3.13601 -9.29679 0.1448
F -1.59224 -2.26286 3.40222 0.1333
F -3.41300 -2.94561 2.44510 0.1432
F 1.50065 -1.68880 -3.32309 0.0727
F 2.30226 -5.03913 -6.49432 0.1422
F -6.53707 -0.11317 -4.46248 0.1344
F 1.84255 2.70630 -7.28061 0.1330
F 0.08489 -4.28178 -7.88068 0.1335
F 1.14143 1.08390 -5.21452 0.0807
F -2.79722 -1.71459 0.15527 -0.0228
F -3.05492 0.35760 -7.19042 0.1082
F -4.76962 -4.43094 -3.84540 0.1311
F -4.01540 0.85645 -4.75031 0.0744
F 3.02299 -3.71500 -4.25420 0.1233
F -2.28588 -3.47155 -4.17157 0.0904
N 3.36676 -0.16107 3.87088 0.0790
N 2.16270 -2.04089 1.22078 -0.1593
N 0.35109 -3.07716 -0.49862 -0.0043
N 2.98561 -1.58745 2.16745 -0.0217
C -3.91243 6.12038 3.83898 -0.1390
C -0.26488 2.36376 -8.27497 -0.1289
C -0.14136 3.19796 -1.47521 -0.2048
C 1.56227 -3.64721 -0.40233 -0.2678
C -2.01673 -1.38990 1.25855 -0.4888
C 1.91593 -3.35598 -4.90666 -0.1396
C 0.63655 2.14502 -7.24382 -0.1380
C 1.12384 -2.31960 -4.43873 -0.2242
C -5.07153 4.02576 3.66371 -0.0832
C 1.55849 -4.02971 -6.06099 -0.1293
C 0.42237 -3.64962 -6.75950 -0.1357
C -0.58712 -3.65884 -1.23581 -0.1229
C 0.89598 -5.40684 -1.88224 -0.0462
C -2.55711 3.17590 -3.45141 -0.1887
C -4.20324 -0.45607 -4.55346 -0.2261
C -0.02305 -1.92828 -5.10341 -0.1236
C -5.09311 5.39722 3.86398 -0.0841
C -2.70857 5.47258 3.60162 -0.7416
C -3.31792 -2.61902 -4.25214 -0.2110
C -5.68184 -2.28208 -4.14653 -0.1274
C -4.59072 -3.13095 -4.07246 -0.1340
C -3.87019 3.37812 3.42420 -0.1543
C 2.52764 -0.60904 2.92247 -0.8604
C -2.68372 4.09887 3.38089 -0.7302
C -2.14051 -2.56807 2.21910 -0.6115
C -1.85975 0.95313 -7.17817 -0.2169
C 2.51336 -3.05842 0.52543 -0.0832
C -0.33688 -2.60597 -6.27029 -0.2259
C -0.36808 -4.83537 -1.93300 -0.0404
C 1.87355 -4.80565 -1.11130 -0.0108
C -5.49038 -0.93182 -4.39348 -0.1327
C 0.25982 1.32872 -6.19546 -0.2304
C -1.51437 1.76571 -8.24600 -0.1345
C -0.98798 0.72996 -6.12793 -0.1202
C -3.09164 -1.27766 -4.50766 -0.1231
C -2.92639 1.80263 -0.70440 -0.2029
H -3.51314 2.71583 -3.69041 0.0158
H 4.26010 -0.60754 3.98730 0.1033
H 0.04581 3.05320 -0.40890 0.0043
H -3.55009 0.97378 -1.04145 0.0340
H -3.84766 2.30783 3.26641 0.0930
H -3.57996 2.63826 -0.44094 0.0407
H -1.55630 -3.17327 -1.25667 0.1082
H -6.02934 5.91209 4.03315 0.1060
H -3.91626 7.18914 4.00174 0.0983
H -1.95394 3.20233 -4.36070 0.0275
H 1.11147 -6.30876 -2.44033 0.1154
H -1.16426 -5.28526 -2.50781 0.1064
H -5.98879 3.45300 3.69320 0.1067
H 3.05077 0.53514 4.51852 0.0846
H 3.48154 -3.52834 0.67253 0.1290
H 0.72745 2.82685 -2.01808 0.0234
H 2.87273 -5.21607 -1.05453 0.1183
H -2.42104 1.47907 0.20599 -0.0080
H -0.22454 4.27200 -1.65331 0.0342
H -2.75466 4.21020 -3.15712 0.0395
```

Properties
Calculated total energy (eV): -267421.83717
ΔE to the lowest compared entry with this formula, charge and spin (kJ/mol): 85.09
Multiplicity: 1
E_LUMO (eV): -0.63
HOMO energy (eV): -7.92
Gap between HOMO and LUMO (eV): 7.29
M (g/mol): 1467.382

***

No. 3
Formula: C41H42P2SZr
Source: the Open Molecules 2025 dataset
Level of theory: ωB97M-V/def2-TZVPD

```
87
Properties=species:S:1:pos:R:3:lowdin_charge:R:1
Zr 1.94293 -0.13425 1.63198 1.1925
S 0.89274 0.23708 3.77830 0.6580
P 0.32057 -1.86052 0.65095 0.9299
P 0.44596 1.71980 0.48560 0.9129
C -2.95901 1.74783 -3.01383 -0.1375
C -0.96851 -0.73741 0.05438 -0.2731
C -2.33942 1.45666 -4.16362 -0.1006
C -4.32910 1.24888 -2.64321 -0.1858
C -2.39463 4.23872 2.02355 -0.0456
C 2.46775 0.74029 4.42431 -0.6506
C 4.72337 1.51705 4.00063 -0.0554
C 1.07605 3.90341 -1.25596 -0.0665
C 5.10962 1.03341 5.24669 -0.0407
C 2.75608 -3.93070 -1.98014 -0.0510
C 2.60848 3.64406 -3.11877 -0.0474
C -2.63735 -1.53259 -3.75091 -0.1159
C -2.87441 0.57083 -5.25473 -0.1887
C 1.10770 2.51521 -1.03940 -0.3672
C 0.33918 3.79211 2.42601 -0.0992
C -1.73063 4.87252 3.08014 -0.0404
C -4.67073 -0.20636 -3.04669 -0.1901
C -0.85672 0.60712 -0.13232 -0.2640
C 2.27393 -3.26849 -0.85050 -0.0930
C 3.03788 -1.91192 2.24348 -0.3191
C -0.64185 -4.48423 1.32849 -0.0617
C 2.58173 2.25461 -2.94571 -0.0641
C 1.92201 -4.13541 -3.08637 -0.0374
C 1.80305 1.68934 -1.93685 -0.1208
C 4.16667 0.47589 6.12789 -0.0260
C -1.72892 -4.96514 3.45153 -0.0418
C -1.70778 3.34168 1.20366 -0.0785
C -0.34373 3.08923 1.41313 -0.3824
C -1.21845 -5.39750 2.22036 -0.0479
C -1.71767 -3.59801 3.75596 -0.0543
C -0.35306 4.67255 3.25969 -0.0510
C 0.61783 -3.62311 -3.07401 -0.0418
C -1.19444 -2.68206 2.84346 -0.1140
C 3.38908 1.39074 3.58088 -0.2062
C 0.96044 -2.76801 -0.82660 -0.3578
C 0.14799 -2.92181 -1.95806 -0.0790
C -3.56104 -1.19949 -2.84305 -0.1139
C -0.59162 -3.11547 1.65318 -0.3403
C 1.81527 4.46235 -2.30479 -0.0465
C -2.51493 -0.92826 -5.11881 -0.1771
C 2.84247 0.34518 5.72774 -0.0790
H 3.32387 -1.83075 3.30228 0.0192
H 3.95315 -1.92206 1.62410 0.0198
H 1.77526 5.53812 -2.47540 0.1200
H 0.17532 5.20858 4.05043 0.1195
H -1.38061 1.92510 -4.41289 0.1046
H -2.13031 -3.25160 4.70421 0.1182
H -3.45071 4.44242 1.83391 0.1212
H 3.77707 -4.31586 -1.98920 0.1202
H -3.95674 0.67890 -5.39677 0.1072
H 2.27763 -4.71282 -3.94082 0.1224
H -2.39441 0.90589 -6.18777 0.1160
H -2.27992 5.52934 3.75691 0.1213
H -2.14673 -5.68695 4.15651 0.1218
H -5.06948 -0.22572 -4.06916 0.1086
H -2.53365 2.49241 -2.32961 0.0862
H -1.62485 1.12844 -0.71711 0.0575
H -0.85177 -2.49283 -1.94365 0.0754
H 3.17234 1.61080 -3.59607 0.1154
H -1.23657 -1.61285 3.05826 0.0715
H -3.60932 -1.71346 -1.87781 0.0956
H -2.22709 2.80401 0.41315 0.0913
H 0.49214 4.53691 -0.58688 0.1077
H -1.27407 -6.45166 1.94658 0.1195
H 5.44212 1.99767 3.33313 0.1233
H 3.06117 1.86872 2.62906 0.0695
H -5.49075 -0.52113 -2.38028 0.1160
H -1.47551 -1.05410 -5.46489 0.1101
H -1.97986 -2.39352 -3.58602 0.0718
H 3.24074 4.08880 -3.88748 0.1198
H 1.75888 0.60440 -1.80374 0.0895
H 2.53523 -2.87174 2.09961 -0.0047
H -3.14513 -1.49598 -5.82825 0.1290
H -4.45223 1.32464 -1.55017 0.1012
H 4.46303 0.14796 7.12695 0.1291
H -0.23360 -4.81561 0.37446 0.1072
H 2.91465 -3.14730 0.02439 0.0718
H -0.04002 -3.79411 -3.92674 0.1155
H 2.06954 -0.09534 6.35927 0.1189
H 6.15272 1.10550 5.56013 0.1246
H -1.92353 -1.23673 -0.15734 0.0856
H 1.40818 3.63306 2.57440 0.0948
H -5.10098 1.90464 -3.08731 0.1271
```

Properties
Calculated total energy (eV): -73874.54786
Multiplicity: 1
E_LUMO (eV): -7.46
HOMO energy (eV): -13.05
Gap between HOMO and LUMO (eV): 5.59
M (g/mol): 720.026
Net charge: +2

***

No. 4
Formula: C6H12BF2N2O10S2
Source: the Open Molecules 2025 dataset
Level of theory: ωB97M-V/def2-TZVPD

```
35
Properties=species:S:1:pos:R:3:lowdin_charge:R:1
S 3.72977 2.50200 3.54420 0.6181
S 1.71314 1.47159 -0.00680 0.5987
F -2.44354 -1.90538 -1.91639 0.0606
F -6.14543 -2.99143 -2.88708 0.0776
O -4.89115 -4.48159 -3.88583 0.1620
O 4.40701 1.58171 4.67709 -0.1870
O 3.14110 3.62154 4.53826 -0.1853
O 4.75204 3.10491 2.77018 -0.2056
O 0.70038 0.74509 0.99286 -0.1957
O 1.09806 2.63526 -0.53737 -0.2174
O 2.66788 1.77729 2.96066 -0.2199
O 1.71928 0.34166 -1.13961 -0.1830
O -2.10936 -3.61507 -3.24872 0.1563
O 2.98616 1.53493 0.61334 -0.2415
N -4.06029 -2.32099 -3.46338 0.0693
N -5.09245 -1.14484 -5.54108 -0.0086
C 0.11657 -0.40754 0.36572 -0.1535
C 3.26645 3.19957 5.89720 -0.1722
C 4.49013 2.30635 5.90557 -0.1744
C -2.83464 -2.72814 -2.94288 -0.5342
C -4.96868 -3.37848 -3.46104 -0.5232
C 1.16507 -0.87522 -0.61741 -0.1547
B -3.79307 -1.74166 -4.95632 -0.5799
H -5.89485 -1.76079 -5.42569 0.0117
H -0.79761 -0.10215 -0.14538 0.1328
H 3.37514 4.06519 6.54566 0.1319
H 4.50361 1.61597 6.74465 0.1320
H -3.24624 -2.57675 -5.67104 0.0516
H 0.74812 -1.47932 -1.41857 0.1369
H -4.95676 -1.11039 -6.54672 0.0161
H 5.41197 2.89283 5.90010 0.1316
H 2.36562 2.64734 6.17370 0.1326
H -0.12035 -1.15660 1.11605 0.1348
H 1.96566 -1.42766 -0.11987 0.1308
H -2.96874 -0.83922 -4.81404 0.0506
```

Properties
Calculated total energy (eV): -57654.28845
ΔE to the lowest compared entry with this formula, charge and spin (kJ/mol): 0.00
Multiplicity: 1
E_LUMO (eV): 1.69
HOMO energy (eV): -4.31
Gap between HOMO and LUMO (eV): 5.99
M (g/mol): 385.108
Net charge: -1

***

No. 5
Formula: C27H26N2O2PPtS
Source: the Open Molecules 2025 dataset
Level of theory: ωB97M-V/def2-TZVPD

```
60
Properties=species:S:1:pos:R:3:lowdin_charge:R:1
Pt -1.52569 0.30197 -0.32598 0.7516
S -2.95999 -0.05793 1.59612 0.5973
P 0.57311 -0.19683 -1.42888 1.0203
O -1.40519 2.40847 -0.48228 -0.4388
O -3.31399 -1.75433 -1.12988 -0.0479
N -1.61739 1.06097 3.56392 0.1058
N -1.58319 -1.30723 3.44272 0.0604
C -1.25119 -2.05973 -2.21118 -0.2127
C 3.61671 1.04177 -3.84998 -0.0949
C -3.66779 2.42817 -1.32848 -0.0949
C -0.64799 2.34597 5.34242 -0.0402
C 1.02821 -0.96343 0.16662 -0.3992
C 1.72891 -1.94733 2.66622 -0.0990
C -2.50579 4.52247 -0.56278 -0.0882
C 0.82851 -2.19513 -3.43908 -0.0890
C 2.26741 0.12187 -2.07038 -0.3332
C 1.37771 -2.30333 0.31522 -0.0804
C 1.00321 -0.12763 1.28572 -0.1281
C -0.62039 -0.19203 5.30902 -0.0470
C 3.42791 -0.06343 -1.31648 -0.0693
C -0.94719 -1.33673 4.59302 -0.1802
C -1.91669 -0.09813 2.96472 -0.8340
C -1.73609 -3.14463 -2.95298 -0.0223
C 1.36591 -0.61603 2.52352 -0.0981
C 4.76931 0.78837 -3.11948 -0.0979
C -2.17059 -1.37113 -1.29658 -0.5041
C -0.95659 -3.73923 -3.91608 -0.0850
C 0.05301 -1.58243 -2.46158 -0.3176
C 0.33101 -3.26043 -4.16468 -0.0870
C 2.38041 0.72737 -3.32578 -0.1116
C -0.97919 1.02327 4.71682 -0.3637
C -2.63539 3.00037 -0.33588 -0.6655
C 1.71641 -2.78963 1.56692 -0.0851
C 4.66371 0.25097 -1.84558 -0.0891
H -1.83219 4.94887 0.17822 0.0606
H -0.68669 -2.32633 4.95862 0.1025
H 5.74071 1.01727 -3.53378 0.0948
H -4.62109 2.93807 -1.20978 0.0615
H 1.98641 -3.83153 1.68592 0.0972
H 1.82331 -1.82273 -3.64148 0.0949
H 5.55661 0.06987 -1.26248 0.0995
H -3.48189 4.99717 -0.47158 0.0577
H -0.10519 -0.24273 6.25682 0.0961
H 0.93941 -3.72703 -4.92788 0.0956
H 3.36031 -0.48603 -0.32448 0.0991
H -3.80649 1.36017 -1.12988 0.0350
H 1.38261 -2.95553 -0.55058 0.1071
H 1.35531 0.04047 3.38132 0.0959
H 0.72061 0.91287 1.15632 0.0998
H 1.47651 0.92407 -3.88818 0.1104
H 2.00871 -2.32993 3.63792 0.0971
H 3.69451 1.49137 -4.83048 0.0987
H -3.02949 2.85937 0.69322 0.1002
H 0.41621 2.54617 5.21522 0.0759
H -1.22149 3.12127 4.84422 0.0753
H -1.33739 -4.57123 -4.49148 0.0958
H -3.30999 2.56057 -2.34828 0.0696
H -2.10539 4.72097 -1.55498 0.0636
H -0.87679 2.35737 6.40682 0.0708
H -2.73849 -3.48813 -2.73808 0.1137
```

Properties
Calculated total energy (eV): -58868.28067
Multiplicity: 1
E_LUMO (eV): 2.52
HOMO energy (eV): -3.55
Gap between HOMO and LUMO (eV): 6.07
M (g/mol): 668.636
Net charge: -1